1.
{"formula": "C26H68CuO26S8", "method": "ωB97M-V with the def2-TZVPD basis set", "s_squared": 0.766, "total_charge": 0, "multiplicity": 2, "homo_lumo_gap_ev": [5.5, 4.4], "e_lumo_ev": [-2.6008, -2.6052], "species": ["Cu", "O", "C", "C", "O", "H", "H", "H", "H", "O", "S", "O", "O", "C", "C", "C", "H", "H", "H", "H", "H", "H", "H", "H", "O", "S", "O", "O", "C", "C", "C", "H", "H", "H", "H", "H", "H", "H", "H", "O", "S", "O", "O", "C", "C", "C", "H", "H", "H", "H", "H", "H", "H", "H", "O", "S", "O", "O", "C", "C", "C", "H", "H", "H", "H", "H", "H", "H", "H", "O", "S", "O", "O", "C", "C", "C", "H", "H", "H", "H", "H", "H", "H", "H", "O", "S", "O", "O", "C", "C", "C", "H", "H", "H", "H", "H", "H", "H", "H", "O", "S", "O", "O", "C", "C", "C", "H", "H", "H", "H", "H", "H", "H", "H", "O", "S", "O", "O", "C", "C", "C", "H", "H", "H", "H", "H", "H", "H", "H"], "coordinates": [[-0.0488, 3.8210, 4.3007], [1.3276, 1.4375, 2.4105], [0.4287, 0.3739, 2.0200], [-1.1120, 0.8564, 1.6624], [-1.7186, 1.8306, 2.4814], [0.2923, -0.3689, 2.8060], [0.9167, -0.2227, 1.2492], [-1.7564, 0.0585, 1.2934], [-1.0114, 1.4306, 0.7415], [2.4637, -5.7356, -2.4773], [1.9975, -5.4804, -3.7865], [2.7817, -5.7282, -4.9798], [0.5961, -6.1929, -4.0095], [-0.2258, -5.7832, -5.0967], [-0.9118, -7.0663, -5.5624], [1.4592, -3.6704, -3.7792], [0.2940, -5.3463, -5.9493], [-1.0326, -5.0945, -4.8461], [-0.1783, -7.8725, -5.5548], [-1.3274, -6.9273, -6.5604], [-1.7152, -7.3537, -4.8841], [0.8408, -3.4436, -2.9107], [0.9328, -3.4269, -4.7020], [2.3776, -3.1055, -3.6190], [6.5394, -1.7680, -1.4675], [7.6607, -0.9222, -0.9654], [8.8106, -1.4208, -0.2740], [8.1824, -0.1424, -2.2898], [7.3889, 0.0624, -3.4024], [8.1056, 0.8377, -4.4567], [6.9295, 0.5714, -0.0794], [6.5209, 0.6406, -3.0857], [7.1586, -0.8785, -3.9022], [8.5172, 1.7515, -4.0282], [7.3950, 0.9871, -5.2697], [8.9991, 0.2932, -4.7621], [6.7470, 0.3871, 0.9792], [5.9314, 0.6823, -0.5032], [7.5332, 1.4530, -0.2949], [0.4784, 5.6324, -7.8084], [1.6932, 5.4195, -6.9394], [2.3041, 6.5462, -6.2643], [1.2993, 4.3096, -5.8020], [0.3370, 3.3464, -6.1914], [0.2468, 2.3617, -5.0325], [3.0902, 4.5000, -7.7702], [0.5328, 2.8650, -7.1495], [-0.6240, 3.8439, -6.3228], [-0.6204, 1.7077, -5.1231], [0.1558, 2.8539, -4.0642], [1.1941, 1.8267, -4.9647], [2.6728, 3.8550, -8.5434], [3.5283, 3.9019, -6.9712], [3.8351, 5.1991, -8.1502], [-10.1241, 2.4317, 4.1068], [-8.9841, 2.3800, 3.1785], [-9.1032, 1.5353, 1.9657], [-8.5758, 3.9484, 2.7501], [-7.4362, 4.1446, 1.9441], [-7.6591, 5.5193, 1.2305], [-7.5008, 1.8966, 4.1565], [-7.1362, 3.2912, 1.3360], [-6.5843, 4.3414, 2.5951], [-6.8587, 5.7166, 0.5173], [-7.5893, 6.3907, 1.8816], [-8.6376, 5.6100, 0.7588], [-7.2971, 2.8237, 4.6923], [-6.6730, 1.7363, 3.4657], [-7.7270, 1.1199, 4.8870], [2.2121, -5.7637, 5.1278], [2.9599, -6.3566, 4.0108], [3.8367, -7.5163, 4.0948], [1.8249, -6.7113, 2.8292], [0.8244, -5.8932, 2.4540], [-0.4839, -6.3764, 3.1316], [3.8941, -4.9692, 3.1156], [0.6581, -6.0619, 1.3901], [1.0241, -4.8445, 2.6742], [-0.5424, -6.1137, 4.1879], [-0.5718, -7.4621, 3.1724], [-1.3420, -6.0117, 2.5671], [4.0056, -5.1833, 2.0527], [4.9210, -4.9568, 3.4810], [3.4130, -3.9965, 3.2187], [1.1394, 8.5043, 0.5392], [0.5099, 7.1980, 0.4758], [0.0493, 6.4637, 1.6612], [-0.7688, 7.2690, -0.5801], [-1.9006, 6.4535, -0.5577], [-2.4362, 6.2563, -1.9755], [1.5007, 6.0718, -0.6129], [-2.5803, 7.0540, 0.0469], [-1.6571, 5.4658, -0.1661], [-3.0250, 5.3411, -1.9154], [-1.6304, 6.1017, -2.6931], [-2.9799, 7.1309, -2.3327], [1.7723, 6.5220, -1.5677], [0.8486, 5.2252, -0.8279], [2.3713, 5.7998, -0.0160], [-5.4356, -3.7242, -0.2226], [-5.4239, -3.3307, -1.6379], [-4.1613, -3.0577, -2.3785], [-6.3328, -4.5010, -2.5343], [-5.9796, -5.8749, -2.3524], [-6.7698, -6.7054, -3.4228], [-6.5098, -1.9003, -1.8495], [-6.1136, -6.3803, -1.3960], [-4.9127, -5.9258, -2.5693], [-7.8215, -6.4279, -3.3519], [-6.7633, -7.7865, -3.2843], [-6.2703, -6.5143, -4.3726], [-6.7627, -1.8785, -2.9096], [-5.9371, -1.0646, -1.4475], [-7.3566, -2.1451, -1.2083], [1.4511, 0.5258, 9.9389], [1.9988, 0.9959, 8.6710], [1.2117, 1.7872, 7.6993], [3.3316, 1.9462, 8.9900], [4.1570, 1.5160, 10.0448], [5.1234, 2.6703, 10.4336], [3.0051, -0.3967, 7.8679], [4.8380, 0.7948, 9.5929], [3.6461, 1.0907, 10.9086], [5.8360, 2.4405, 11.2257], [4.5718, 3.4650, 10.9360], [5.7564, 3.1484, 9.6860], [3.5631, -1.0149, 8.5712], [3.6418, 0.0838, 7.1251], [2.2453, -1.0552, 7.4470]]}

=====

2.
{"formula": "C26H68Li5N4O12", "method": "ωB97M-V with the def2-TZVPD basis set", "total_charge": 3, "homo_lumo_gap_ev": 3.6, "e_lumo_ev": -10.2632, "species": ["Li", "Li", "Li", "Li", "Li", "O", "C", "C", "O", "H", "H", "H", "H", "C", "O", "C", "C", "N", "C", "C", "O", "C", "H", "H", "H", "H", "H", "H", "H", "H", "H", "H", "H", "H", "H", "H", "H", "C", "O", "C", "C", "N", "C", "C", "O", "C", "H", "H", "H", "H", "H", "H", "H", "H", "H", "H", "H", "H", "H", "H", "H", "C", "O", "C", "C", "N", "C", "C", "O", "C", "H", "H", "H", "H", "H", "H", "H", "H", "H", "H", "H", "H", "H", "H", "H", "C", "O", "C", "C", "N", "C", "C", "O", "C", "H", "H", "H", "H", "H", "H", "H", "H", "H", "H", "H", "H", "H", "H", "H", "O", "H", "H", "O", "H", "H"], "coordinates": [[-0.3206, 0.4712, 4.1294], [-1.1710, -2.3368, 3.4859], [1.2802, -3.2709, 1.8906], [-2.3641, -4.0077, 1.7094], [-3.7191, -0.7482, 2.7472], [-1.7030, -0.0040, 2.7828], [-1.5075, -0.3342, 1.4169], [-0.5551, -1.4196, 1.0304], [-0.7074, -2.7733, 1.5112], [-1.1988, 0.5571, 0.8532], [-2.4765, -0.5466, 0.9005], [0.4988, -1.1094, 1.1642], [-0.5478, -1.5015, -0.0660], [-6.0241, 0.4404, -3.0444], [-4.6651, 0.3191, -2.6698], [-4.0914, 1.5867, -2.4179], [-2.5884, 1.4344, -2.3081], [-2.0381, 2.6310, -1.6518], [-0.5660, 2.6125, -1.6655], [-0.0379, 3.9964, -1.4758], [1.3196, 3.8931, -1.0658], [1.9152, 5.1743, -0.8910], [-6.4107, -0.5479, -3.2779], [-6.1289, 1.0742, -3.9291], [-6.6048, 0.8896, -2.2253], [-4.5122, 1.9660, -1.4701], [-4.3687, 2.2896, -3.2098], [-2.0906, 1.3091, -3.2647], [-2.4302, 0.5352, -1.6745], [-2.2659, 2.5208, -0.6641], [-0.1533, 2.1491, -2.5648], [-0.1532, 1.9821, -0.8496], [-0.5947, 4.4586, -0.6519], [-0.0869, 4.5660, -2.4034], [2.2640, 5.5880, -1.8420], [2.8096, 5.0423, -0.2792], [1.2397, 5.8809, -0.4041], [8.5058, 2.5221, -2.0828], [7.1002, 2.4682, -2.1241], [6.5854, 1.1752, -1.9769], [6.8758, 0.2723, -3.1581], [5.9228, -0.8578, -3.3015], [4.5538, -0.4291, -3.6020], [3.5651, -1.2995, -2.8501], [2.2721, -0.6967, -2.9242], [1.4667, -1.1033, -1.8909], [8.8912, 1.9356, -1.2335], [8.8018, 3.5558, -1.9397], [8.9598, 2.1035, -2.9860], [5.5066, 1.3060, -1.8635], [6.9277, 0.6952, -1.0457], [7.8846, -0.1310, -3.0449], [6.9176, 0.8884, -4.0706], [6.2810, -1.3332, -4.1223], [4.3320, -0.3949, -4.6747], [4.3977, 0.6019, -3.2785], [3.9330, -1.3671, -1.8185], [3.4661, -2.2916, -3.3082], [0.4841, -0.6334, -1.9374], [1.9071, -0.8180, -0.9106], [1.3671, -2.2050, -1.8283], [-4.3958, 0.7351, 5.5238], [-4.5664, 0.3523, 4.1595], [-5.6701, 1.0503, 3.5454], [-5.5707, 0.9209, 2.0391], [-5.2791, -0.4666, 1.6919], [-5.3864, -0.7056, 0.2379], [-5.5064, -2.1699, -0.1096], [-6.8721, -2.4847, -0.1728], [-7.1358, -3.6899, -0.8677], [-3.6675, 1.5481, 5.5682], [-4.0110, -0.1219, 6.0718], [-5.3303, 1.0837, 5.9569], [-5.7378, 2.1031, 3.8415], [-6.5996, 0.6248, 3.9495], [-4.7924, 1.6017, 1.6831], [-6.4923, 1.2865, 1.5760], [-6.0012, -1.0567, 2.1140], [-4.5173, -0.2654, -0.2616], [-6.2167, -0.1796, -0.2401], [-5.0507, -2.7741, 0.7182], [-5.0158, -2.3850, -1.0642], [-8.1764, -3.9542, -0.7235], [-6.5091, -4.5065, -0.4853], [-6.9200, -3.5550, -1.9320], [1.8544, -5.1957, -0.7107], [2.1911, -4.2678, 0.3252], [3.5891, -3.9844, 0.3702], [3.8579, -3.0910, 1.5715], [2.9474, -1.9517, 1.6524], [3.5114, -0.8561, 2.4732], [4.5735, -0.0810, 1.7377], [4.1830, 0.3767, 0.4825], [3.0608, 1.2062, 0.4686], [0.7870, -5.1456, -0.9050], [2.1647, -6.2080, -0.4416], [2.3714, -4.9461, -1.6422], [3.8977, -3.4773, -0.5528], [4.1671, -4.9074, 0.4580], [4.9323, -2.8771, 1.5407], [3.7357, -3.7519, 2.4469], [2.7462, -1.5456, 0.7388], [3.8326, -1.2265, 3.4456], [2.6667, -0.1864, 2.6986], [5.5119, -0.6325, 1.6589], [4.8677, 0.7601, 2.3996], [2.1593, 0.7206, 0.8845], [2.8418, 1.4866, -0.5567], [3.2181, 2.1310, 1.0415], [-1.1594, 2.2563, 4.7376], [-1.2089, 3.0665, 4.2155], [-1.0995, 2.5643, 5.6516], [-2.4775, 2.8306, 1.4516], [-1.5458, 2.8659, 1.6903], [-2.9070, 2.3445, 2.1661]]}

=====

| no. | largest force on an atom (eV/A) |
| --- | --- |
| 1 | 5.500 |
| 2 | 3.012 |